Model a:
The following is a quantum chemistry calculation of a 10-piece molecular cluster, C20H60O20 overall, from the OMol25 dataset.

Computed properties:
E_HOMO = -0.347 Eh
gap between HOMO and LUMO = 9.2 eV
SMILES = OCCO.OCCO.OCCO.OCCO.OCCO.OCCO.OCCO.OCCO.OCCO.OCCO
lowest unoccupied orbital energy = -0.252 eV

Structure (ORCA input):
```
! RIJCOSX wB97M-V def2-TZVPD def2/J DEFGRID3
* xyz 0 1
O -0.309 1.161 3.016
O 1.200 2.726 0.468
O 5.655 -0.105 -1.016
O 3.465 -1.946 -1.543
O -1.057 0.540 0.476
O 0.739 3.894 3.204
O -4.592 3.459 2.945
O 2.132 0.378 1.739
O -3.935 -0.754 2.955
O -3.279 -3.381 -2.175
O 5.469 -2.254 1.224
O 0.555 4.636 -4.578
O 1.201 -1.214 0.174
O -3.670 1.361 0.977
O 4.645 -4.369 -0.765
O 0.158 -5.316 -1.828
O 2.372 -6.419 -3.529
O 0.107 2.881 -2.157
O -3.960 -1.481 -4.375
O -6.222 1.071 2.934
C -3.909 -1.214 -2.983
C -3.348 2.785 0.994
C 3.929 -0.957 -2.454
C 0.594 -0.497 -0.892
C -4.400 -0.079 4.105
C -4.350 -2.442 -2.230
C -5.893 0.223 4.033
C 4.411 -3.230 1.412
C 2.144 -5.034 -3.256
C 0.263 5.040 -3.255
C 4.468 0.253 -1.682
C 1.969 0.406 3.158
C -0.606 4.073 -2.504
C 1.559 4.039 0.910
C 4.684 -4.495 0.646
C 1.525 -4.872 -1.887
C 1.871 4.105 2.366
C -3.277 3.268 2.431
C -0.892 -0.296 -0.669
C 0.516 0.124 3.496
H -6.255 0.629 4.981
H 0.699 -1.121 -1.783
H 3.085 -0.614 -3.065
H -2.360 2.860 0.530
H 0.741 4.738 0.694
H 2.605 -1.717 -1.169
H 1.382 -0.595 0.910
H -6.495 0.469 2.236
H 1.503 -6.783 -3.736
H 0.394 0.013 4.574
H 3.101 -4.515 -3.327
H 1.190 5.169 -2.683
H -1.490 3.754 -3.067
H -2.720 2.626 3.116
H 2.307 1.390 3.501
H -3.666 -0.759 -4.930
H 4.311 -3.413 2.485
H 2.178 5.131 2.590
H 5.476 -0.852 -0.425
H 0.214 -0.792 2.981
H -4.053 3.396 0.434
H -2.756 4.227 2.469
H -5.059 2.605 2.976
H -3.521 -4.136 -1.635
H 5.132 -1.423 1.578
H -0.316 -4.850 -2.527
H -1.373 0.190 -1.526
H 4.723 -1.414 -3.039
H 0.416 2.982 3.044
H -0.977 4.516 -1.582
H 1.455 -3.802 -1.656
H -1.912 0.988 0.370
H 3.662 0.575 -1.008
H 2.722 3.496 2.693
H -4.527 -0.334 -2.765
H 4.491 -3.432 -0.953
H -3.869 0.867 4.257
H 1.502 -4.565 -4.019
H 2.422 4.362 0.313
H -1.447 -1.233 -0.559
H -4.205 -0.727 4.960
H 2.148 -5.429 -1.195
H 0.883 2.804 -0.449
H -3.865 -0.082 2.255
H -2.881 -0.918 -2.748
H 5.615 -4.989 0.941
H -5.151 -2.981 -2.751
H 1.066 0.481 -1.011
H 2.658 -0.280 3.652
H -4.751 -2.184 -1.243
H 1.732 1.170 1.309
H -4.558 1.287 0.607
H -6.426 -0.732 3.954
H 3.911 -5.199 0.987
H 4.688 1.071 -2.368
H 3.509 -2.739 1.033
H 1.089 5.316 -4.995
H 0.449 2.435 -2.939
H -0.537 0.969 2.092
H -0.220 6.025 -3.256
*
```

=====

Model b:
The following is a quantum chemistry calculation of a 10-piece molecular cluster, C20H60O20 overall, from the OMol25 dataset.

Computed properties:
E_HOMO = -0.357 Eh
gap between HOMO and LUMO = 9.8 eV
SMILES = OCCO.OCCO.OCCO.OCCO.OCCO.OCCO.OCCO.OCCO.OCCO.OCCO
lowest unoccupied orbital energy = 0.102 eV

Structure (ORCA input):
```
! RIJCOSX wB97M-V def2-TZVPD def2/J DEFGRID3
* xyz 0 1
O 0.311 -6.921 -7.018
O 3.816 2.653 -2.111
O -2.281 7.892 3.552
O 7.460 -1.398 -3.657
O -3.839 4.482 7.417
O 0.738 -4.119 -7.699
O 6.101 -8.778 -0.115
O -6.379 6.819 0.974
O -2.008 -2.657 10.717
O 1.368 -1.836 -0.293
O -4.666 0.173 -6.092
O 5.863 -5.865 -2.410
O 7.824 -3.089 -6.341
O 0.302 -3.776 9.399
O -2.819 1.949 6.132
O 3.603 5.787 -2.113
O -6.280 3.827 0.585
O -0.449 5.352 3.161
O -0.650 -1.259 2.129
O -5.635 -0.561 -3.407
C -2.010 -3.389 9.541
C -4.116 2.178 6.486
C -1.284 7.654 2.523
C -7.516 4.619 0.659
C -3.874 -0.629 -5.158
C -4.980 -1.368 -4.332
C -0.623 -0.653 0.900
C -1.210 6.148 2.187
C -0.089 -1.499 -0.320
C -0.707 -3.185 8.706
C 5.993 -6.350 -1.079
C 1.182 -4.578 -6.474
C 8.449 -1.898 -5.977
C -4.176 3.165 7.715
C 3.929 4.871 -3.115
C 0.626 -5.939 -6.057
C 7.659 -0.933 -5.103
C 3.270 3.451 -3.211
C 5.921 -7.914 -1.221
C -7.304 5.849 1.492
H -3.294 0.183 -4.720
H 9.239 -2.271 -5.324
H 1.796 -1.005 -0.510
H 3.055 6.552 -2.305
H -4.426 -2.252 -4.017
H -2.199 7.219 4.232
H 7.281 -3.397 -5.612
H 5.019 4.841 -3.142
H -4.638 2.574 5.614
H -3.195 -1.361 -5.595
H -6.403 -1.041 -3.091
H -5.258 3.059 7.785
H -1.618 -0.328 0.595
H 7.056 -8.792 -0.024
H 6.720 -8.174 -1.915
H -5.749 -1.730 -5.015
H -0.381 -2.181 8.435
H -6.030 7.226 1.771
H 1.268 -6.271 -5.242
H 0.890 -3.789 -5.780
H 3.630 5.365 -4.039
H -0.989 5.996 1.131
H 6.756 -0.605 -5.618
H 6.967 -0.649 -3.313
H -2.307 2.740 5.947
H 0.731 -3.130 9.966
H -0.888 -0.546 2.727
H -4.288 0.099 -6.971
H 2.192 3.580 -3.112
H -8.227 6.356 1.775
H -3.747 2.690 8.597
H 5.111 -5.953 -0.578
H 0.576 -4.886 -8.254
H -2.702 -3.083 8.757
H -8.310 4.013 1.094
H -0.463 -7.372 -6.673
H -2.115 -4.465 9.682
H -0.661 -2.421 -0.217
H 2.267 -4.642 -6.390
H -4.742 1.312 6.703
H 8.955 -1.426 -6.820
H 6.204 -4.974 -2.303
H 0.430 5.713 3.298
H -1.266 -2.930 11.262
H -3.625 4.965 8.218
H -0.152 0.319 1.049
H -6.851 5.547 2.436
H 3.704 3.113 -1.276
H 6.868 -5.842 -0.675
H -0.299 8.017 2.816
H -0.753 -3.768 7.786
H 3.330 2.875 -4.134
H -0.395 -1.230 -1.330
H 8.253 -0.023 -5.016
H -1.647 8.225 1.668
H -6.598 3.001 0.214
H 4.971 -8.157 -1.698
H -0.371 -5.760 -5.652
H -7.980 4.842 -0.302
H -2.227 5.759 2.134
*
```

=====

Short version: model b is the least stable of them.

=====

Model a:
The following is a quantum chemistry calculation of a 3-piece molecular cluster, C2H7NO5 overall, from the OMol25 dataset.

Computed properties:
E_HOMO = -0.397 Eh
gap between HOMO and LUMO = 4.5 eV
lowest unoccupied orbital energy = -6.265 eV

Structure (ORCA input):
```
! RIJCOSX wB97M-V def2-TZVPD def2/J DEFGRID3
* xyz 0 1
O -0.183 -1.326 -1.207
O -1.255 -1.689 1.036
O 0.821 2.029 1.222
O -0.112 2.659 -0.811
O 0.800 -0.544 2.212
N 0.992 0.649 -0.772
C 0.029 -0.023 -1.667
C 0.544 1.913 -0.031
H -0.835 -1.455 -0.247
H 0.650 0.394 2.100
H 0.248 -0.153 -2.729
H -0.970 0.594 -1.678
H -2.207 -1.933 1.055
H 0.086 -1.075 1.725
H 1.392 -0.041 -0.207
*
```

=====

Model b:
The following is a quantum chemistry calculation of a 3-piece molecular cluster, C2H7NO5 overall, from the OMol25 dataset.

Computed properties:
E_HOMO = -0.404 Eh
gap between HOMO and LUMO = 11.3 eV
SMILES = O=CNC(=O)O.O.O
lowest unoccupied orbital energy = 0.314 eV

Structure (ORCA input):
```
! RIJCOSX wB97M-V def2-TZVPD def2/J DEFGRID3
* xyz 0 1
O 2.857 0.074 -0.060
O -0.488 -1.003 -1.454
O 1.696 2.520 0.190
O -0.363 -1.365 1.194
O -2.259 0.268 -2.000
N -2.156 -0.488 0.093
C -1.633 -0.389 -1.215
C -1.465 -0.889 1.256
H 1.106 1.748 0.264
H -3.053 -0.068 0.244
H -1.961 -0.561 2.166
H 2.247 2.229 -0.568
H -0.121 -1.495 -0.715
H 2.936 0.262 0.897
H 2.656 -0.843 -0.292
*
```

=====

Short version: model a is the least stable of them.

=====

Model a:
The following is a quantum chemistry calculation of C4H6N4O as an isolated structure, from the OMol25 dataset.

Computed properties:
E_HOMO = -0.310 Eh
gap between HOMO and LUMO = 8.5 eV
lowest unoccupied orbital energy = 0.035 eV

Structure (ORCA input):
```
! RIJCOSX wB97M-V def2-TZVPD def2/J DEFGRID3
* xyz 0 1
O -2.155 -1.443 -0.089
N -0.861 -1.067 -0.199
N 1.798 -0.792 -0.525
N 0.242 0.929 -0.366
N 3.086 -0.792 0.257
C -2.162 0.607 -0.019
C 1.452 0.490 -0.144
C -0.947 0.227 -0.066
C -2.971 -0.508 -0.122
H 3.027 -1.616 0.742
H 3.967 -0.658 -0.652
H -3.994 -0.490 0.392
H 2.155 1.429 0.352
H 0.025 2.025 0.426
H -2.661 1.658 0.014
*
```

=====

Model b:
The following is a quantum chemistry calculation of C4H6N4O as an isolated structure, from the OMol25 dataset.

Computed properties:
E_HOMO = -0.325 Eh
gap between HOMO and LUMO = 9.4 eV
lowest unoccupied orbital energy = 0.581 eV

Structure (ORCA input):
```
! RIJCOSX wB97M-V def2-TZVPD def2/J DEFGRID3
* xyz 0 1
O 1.298 2.069 -1.125
N -0.583 -2.462 0.038
N 0.433 1.481 -0.178
N -1.152 1.479 1.310
N 0.869 -0.654 -0.766
C 0.150 0.173 -0.155
C -0.907 0.116 0.910
C 0.383 -2.024 -0.677
C -0.382 2.209 0.588
H -0.223 3.247 0.632
H 0.987 -2.446 -1.520
H -0.504 -0.513 1.807
H 2.136 1.191 -1.168
H -1.734 -0.427 0.414
H -0.771 -3.438 -0.110
*
```

=====

Short version: model a is the least stable of them.

=====

Model a:
The following is a quantum chemistry calculation of one molecule with the formula C6H10N2O3S, from the OMol25 dataset.

Computed properties:
E_HOMO = -0.334 Eh
gap between HOMO and LUMO = 9.5 eV
SMILES = Cc1nc([C@@H](C)S(=O)(=O)O)c[nH]1
lowest unoccupied orbital energy = 0.384 eV

Structure (ORCA input):
```
! RIJCOSX wB97M-V def2-TZVPD def2/J DEFGRID3
* xyz 0 1
S 2.277 0.328 -0.207
O 1.790 1.684 0.472
O 1.931 0.332 -1.612
O 3.661 0.256 0.045
N -2.055 -0.076 -0.755
N -0.589 0.676 0.622
C -2.605 2.173 0.077
C -0.183 -0.491 0.212
C -1.758 0.948 0.053
C -1.109 -1.042 -0.642
C 1.271 -0.915 0.712
C 1.926 -2.240 0.289
H -2.962 -0.138 -1.330
H 1.241 -0.733 1.837
H 0.895 1.549 0.752
H 1.964 -2.528 -0.839
H 1.356 -3.073 0.737
H -2.060 3.003 0.544
H 3.003 -2.264 0.566
H -2.986 2.455 -0.897
H -3.558 1.955 0.754
H -1.450 -1.860 -1.391
*
```

=====

Model b:
The following is a quantum chemistry calculation of one molecule with the formula C6H10N2O3S, from the OMol25 dataset.

Computed properties:
E_HOMO = -0.279 Eh
gap between HOMO and LUMO = 7.8 eV
lowest unoccupied orbital energy = 0.231 eV

Structure (ORCA input):
```
! RIJCOSX wB97M-V def2-TZVPD def2/J DEFGRID3
* xyz 0 1
S -1.997 0.251 1.509
O 0.454 -1.923 -0.733
O -1.689 -2.067 -0.020
O 2.898 -1.093 0.272
N 0.494 0.631 0.836
N -1.370 0.389 -1.466
C 2.952 0.293 0.175
C 1.673 1.027 -0.059
C -3.174 0.256 0.194
C -0.660 -1.441 -0.098
C -0.515 -0.106 0.567
C -2.514 0.521 -1.128
H -3.234 0.717 -1.947
H 1.341 -1.537 -0.439
H 0.184 1.357 1.459
H 2.831 -1.489 1.134
H -3.683 -0.708 0.084
H -4.009 0.998 0.347
H 1.144 0.779 -1.003
H 3.411 0.611 1.152
H 3.784 0.429 -0.657
H 1.679 2.106 -0.178
*
```

=====

Short version: model b is the least stable of them.